DFT (wB97M-V/def2-TZVPD) results for 9 unconnected molecules or ions with the total composition C54H162N27O9P9 at a distorted geometry.

Output
DFT total energy = -200888.189 eV
SMILES = CN(C)P(=O)(N(C)C)N(C)C.CN(C)P(=O)(N(C)C)N(C)C.CN(C)P(=O)(N(C)C)N(C)C.CN(C)P(=O)(N(C)C)N(C)C.CN(C)P(=O)(N(C)C)N(C)C.CN(C)P(=O)(N(C)C)N(C)C.CN(C)P(=O)(N(C)C)N(C)C.CN(C)P(=O)(N(C)C)N(C)C.CN(C)P(=O)(N(C)C)N(C)C
LUMO = 0.18 eV

XYZ file:
```
261
Properties=species:S:1:pos:R:3:forces:R:3
C -27.505 -0.440 4.510 0.36 -0.98 1.01
N -27.207 -0.573 5.963 0.21 2.35 0.70
C -25.956 0.130 6.321 -0.36 -0.30 -0.12
P -27.673 -1.866 6.847 -3.38 -1.17 0.30
O -27.301 -3.131 6.174 -0.19 -0.07 0.41
N -27.109 -1.784 8.434 0.75 -1.46 0.07
C -27.512 -0.699 9.309 -0.41 0.67 -0.75
C -25.804 -2.424 8.770 0.27 1.05 -1.08
N -29.450 -1.652 6.934 1.32 -1.64 -1.42
C -30.133 -0.537 7.497 0.51 0.65 0.32
C -30.451 -2.720 6.430 3.27 0.49 1.28
H -26.680 -0.984 4.050 0.10 0.48 -0.76
H -27.596 0.611 4.233 0.31 -0.08 -0.01
H -28.405 -0.956 4.177 -0.14 -0.02 0.56
H -25.125 -0.495 5.995 0.48 0.45 -0.31
H -25.782 0.348 7.375 -0.53 -0.55 0.25
H -25.976 1.137 5.904 0.24 -0.21 -0.57
H -27.440 0.168 8.653 -0.52 0.72 0.57
H -28.528 -0.841 9.677 -0.02 0.09 -0.10
H -26.901 -0.464 10.181 0.48 -0.68 -0.20
H -25.108 -1.589 8.699 0.69 -0.12 0.27
H -25.656 -2.894 9.742 -0.90 0.14 0.16
H -25.483 -3.147 8.020 -0.51 0.05 -0.01
H -30.682 -0.856 8.383 -0.39 0.11 0.15
H -29.432 0.223 7.842 -0.07 0.10 -0.20
H -30.809 -0.071 6.780 -0.20 0.09 -0.03
H -31.381 -2.523 6.963 -0.04 -0.28 -0.48
H -29.946 -3.625 6.767 -0.73 -0.49 0.09
H -30.457 -2.813 5.344 -0.56 0.56 -0.01
C -23.693 -14.541 3.066 0.73 0.91 1.94
N -23.119 -13.169 3.324 2.53 -1.52 2.53
C -23.773 -12.162 2.592 0.18 0.62 -1.29
P -22.238 -12.898 4.838 -1.44 0.52 0.58
O -21.312 -14.016 5.275 -1.47 2.22 -1.18
N -21.535 -11.316 4.620 2.34 -4.28 -0.12
C -22.095 -10.090 4.892 -1.59 0.21 0.54
C -20.073 -11.235 4.454 -0.34 -2.14 -0.55
N -23.495 -12.628 6.086 1.56 0.45 -1.44
C -23.132 -12.497 7.499 1.21 0.25 -0.75
C -24.836 -12.080 5.765 0.18 -2.04 0.20
H -24.130 -14.678 2.077 0.14 0.41 0.11
H -24.404 -14.642 3.886 -0.78 -0.54 -0.41
H -22.946 -15.306 3.277 0.19 0.14 -0.32
H -24.843 -12.300 2.742 -0.33 0.66 -0.40
H -23.466 -12.284 1.553 -0.70 -0.27 -0.51
H -23.414 -11.141 2.728 -0.19 0.03 0.90
H -23.126 -10.381 5.093 -0.45 1.31 -0.08
H -21.667 -9.645 5.791 -0.04 0.59 -0.06
H -21.919 -9.549 3.963 -0.61 1.15 0.34
H -19.874 -11.942 3.648 0.71 0.15 -0.13
H -19.678 -10.259 4.170 -0.46 0.13 0.09
H -19.545 -11.653 5.311 0.10 0.39 0.28
H -23.771 -13.104 8.140 -0.22 0.39 0.10
H -22.103 -12.788 7.708 0.04 -0.77 -0.46
H -23.021 -11.442 7.751 -0.97 0.30 0.47
H -25.305 -11.464 6.533 0.77 0.52 -0.03
H -25.426 -12.994 5.836 -0.88 0.10 -0.62
H -24.913 -11.650 4.767 -0.01 0.07 0.25
C -14.650 -8.666 2.285 0.97 0.33 0.29
N -15.555 -9.675 1.833 -1.93 -0.08 -0.61
C -16.913 -9.536 2.452 0.85 -0.98 0.24
P -15.517 -10.175 0.218 0.94 -1.88 -1.18
O -16.706 -10.971 -0.302 1.21 2.13 1.28
N -15.121 -8.824 -0.725 2.07 -0.34 -0.62
C -13.663 -8.275 -0.959 -1.90 -0.76 1.34
C -16.247 -8.252 -1.471 0.49 0.66 1.15
N -14.112 -11.157 0.211 -0.63 2.13 -1.99
C -13.475 -11.596 -1.042 -0.79 0.65 0.12
C -13.821 -12.053 1.245 -0.04 -0.45 1.35
H -13.624 -9.032 2.252 0.16 0.14 -0.43
H -14.776 -8.409 3.337 -0.44 -0.33 0.12
H -14.764 -7.726 1.744 0.21 0.16 -0.26
H -17.752 -9.599 1.758 0.22 -0.06 -0.12
H -16.980 -8.617 3.035 0.04 0.06 -0.17
H -16.920 -10.387 3.132 -0.83 0.13 0.27
H -13.628 -7.332 -1.505 -0.61 -0.29 -0.41
H -13.252 -8.003 0.013 0.07 -0.26 0.07
H -13.013 -9.030 -1.402 -0.20 0.15 -0.14
H -17.014 -9.025 -1.524 0.04 0.20 -0.70
H -16.641 -7.445 -0.852 -0.44 0.30 -0.11
H -15.909 -7.772 -2.389 -0.20 -0.56 -0.30
H -13.806 -12.600 -1.308 -0.07 -0.13 -0.03
H -13.745 -10.925 -1.857 0.00 -0.08 -0.01
H -12.389 -11.612 -0.947 0.11 0.07 0.15
H -13.956 -13.083 0.914 0.13 -0.25 0.07
H -14.502 -11.886 2.080 0.27 -0.05 0.18
H -12.787 -11.866 1.536 0.19 -0.49 0.47
C -22.622 -3.335 4.342 -0.22 -1.02 -0.18
N -22.968 -4.542 5.132 0.32 0.43 2.04
C -23.639 -4.198 6.420 -0.72 -0.28 0.07
P -22.141 -6.050 5.114 -0.06 -0.48 0.97
O -22.546 -7.016 6.212 -0.02 1.72 -1.41
N -22.547 -6.684 3.626 3.38 1.33 -2.01
C -23.747 -7.458 3.564 0.26 0.10 0.01
C -21.912 -6.096 2.339 0.05 0.17 1.64
N -20.447 -5.782 5.152 -1.54 1.00 -1.14
C -19.629 -6.957 4.899 0.03 -0.29 1.22
C -19.883 -4.930 6.217 -0.34 -0.53 -0.14
H -23.326 -2.535 4.569 -0.22 -0.23 0.00
H -22.714 -3.594 3.287 0.09 0.24 -0.06
H -21.632 -2.915 4.518 0.30 -0.24 0.18
H -23.241 -3.389 7.033 1.08 -0.01 -0.14
H -23.770 -5.076 7.053 0.43 -0.09 -0.12
H -24.661 -3.838 6.299 -0.26 -0.15 -0.93
H -23.718 -8.080 4.459 -0.71 0.05 -0.04
H -24.564 -6.738 3.532 -0.69 -0.55 -0.04
H -23.705 -8.113 2.694 -0.25 0.07 -0.13
H -21.402 -6.800 1.680 -0.49 -0.56 0.24
H -22.516 -5.426 1.728 -0.82 -0.39 0.14
H -21.107 -5.424 2.634 0.10 -0.11 0.42
H -18.753 -6.763 4.280 -0.16 0.10 -0.32
H -19.265 -7.261 5.880 0.39 -0.32 0.14
H -20.205 -7.822 4.570 -0.07 0.30 -0.48
H -20.411 -4.006 6.454 -0.40 -0.09 -0.50
H -18.871 -4.648 5.927 0.12 -0.09 0.16
H -19.892 -5.511 7.139 0.41 0.03 0.26
C -24.073 -9.351 -0.652 0.64 -0.67 -0.61
N -23.082 -9.749 -1.720 0.66 -0.69 0.89
C -23.507 -9.532 -3.144 0.88 -0.24 1.82
P -22.059 -11.125 -1.445 0.30 0.49 1.57
O -22.697 -12.475 -1.341 0.41 1.21 -0.62
N -20.792 -11.031 -2.550 0.82 -1.33 -1.72
C -20.896 -11.813 -3.872 -1.54 0.89 0.31
C -19.724 -9.959 -2.411 -1.15 -1.09 -1.06
N -21.312 -10.715 0.032 -0.85 -0.42 -0.47
C -20.978 -9.341 0.423 0.05 -1.24 -0.93
C -20.738 -11.790 0.862 -0.44 -0.08 0.05
H -24.811 -10.133 -0.468 -0.57 0.28 -0.59
H -24.466 -8.375 -0.934 -0.49 -0.32 -0.11
H -23.679 -9.212 0.354 0.96 0.02 -0.20
H -22.592 -9.253 -3.667 -0.21 0.02 -0.38
H -24.202 -8.693 -3.118 -0.12 -0.28 -0.39
H -23.908 -10.466 -3.537 -0.40 0.30 -0.36
H -20.075 -12.308 -4.390 0.90 0.46 1.01
H -21.650 -12.600 -3.849 0.00 -0.13 1.02
H -21.366 -11.189 -4.632 0.31 0.61 -0.18
H -19.122 -9.884 -3.316 -0.65 0.01 -0.61
H -20.306 -9.048 -2.277 0.82 0.36 0.35
H -18.904 -10.184 -1.729 -0.71 -0.06 0.97
H -21.269 -8.701 -0.410 0.03 0.25 0.32
H -21.514 -9.049 1.326 0.18 0.07 0.24
H -19.892 -9.331 0.522 0.11 0.58 0.38
H -19.742 -12.138 0.586 0.35 0.49 -0.24
H -21.332 -12.704 0.861 -0.37 0.21 -0.29
H -20.726 -11.473 1.904 0.04 0.22 -0.07
C -30.360 -8.197 6.267 1.29 1.31 2.57
N -29.268 -8.919 7.035 -1.36 0.13 -0.31
C -28.910 -10.154 6.305 1.56 0.46 0.71
P -28.331 -8.171 8.298 0.26 -1.45 -0.23
O -28.953 -6.994 8.928 -0.14 0.69 -1.24
N -28.158 -9.333 9.544 0.17 -1.39 -1.07
C -29.288 -10.170 9.972 -0.03 0.29 0.13
C -27.203 -9.193 10.643 -0.09 1.00 -0.48
N -26.794 -7.969 7.562 -0.43 -2.57 2.30
C -26.580 -6.918 6.647 -0.91 2.05 0.22
C -25.759 -9.004 7.685 -1.12 -0.05 -0.71
H -30.733 -7.400 6.911 -0.55 -0.41 0.72
H -31.180 -8.868 6.013 0.34 0.19 -0.45
H -29.940 -7.481 5.560 0.04 -0.97 -1.23
H -28.796 -11.041 6.927 -0.62 -0.06 0.39
H -27.896 -10.075 5.911 0.26 0.27 -0.50
H -29.563 -10.366 5.458 -0.20 0.21 0.36
H -28.924 -11.050 10.502 0.33 -0.19 -0.28
H -29.879 -9.663 10.734 -0.34 0.34 -0.07
H -29.950 -10.514 9.177 0.19 0.31 -0.17
H -27.115 -10.102 11.239 0.15 -0.30 -0.50
H -26.244 -8.871 10.238 0.05 -0.16 0.31
H -27.531 -8.443 11.363 -0.10 0.35 0.04
H -27.354 -6.937 5.880 0.10 0.16 -0.52
H -26.736 -6.017 7.241 -0.06 0.65 -0.53
H -25.588 -6.802 6.212 0.07 -0.70 0.12
H -25.269 -9.043 6.712 0.72 0.23 0.32
H -26.231 -9.985 7.738 0.00 -0.07 0.54
H -25.121 -8.834 8.552 0.43 -0.12 -0.38
C -26.796 -7.584 1.950 -0.17 0.18 0.12
N -28.150 -8.070 1.590 -0.04 0.28 1.24
C -29.083 -7.846 2.754 -0.55 -0.07 -2.22
P -28.446 -9.350 0.508 -1.39 0.17 -1.10
O -27.535 -9.324 -0.695 -0.68 -0.45 2.24
N -28.412 -10.810 1.472 -0.90 1.96 -1.45
C -29.260 -11.123 2.592 0.03 1.14 0.73
C -27.724 -11.955 0.999 1.68 1.01 -1.52
N -30.152 -9.072 -0.033 1.25 -0.23 1.16
C -30.518 -7.752 -0.594 2.19 -0.25 0.95
C -31.053 -10.140 -0.507 0.71 0.73 1.28
H -26.459 -6.746 1.340 0.11 -0.39 -0.63
H -26.020 -8.340 2.074 -0.08 -0.22 -0.48
H -26.851 -7.106 2.928 -0.28 -0.24 0.18
H -30.035 -7.872 2.224 -0.58 -0.53 0.78
H -29.060 -6.823 3.131 0.66 0.00 -0.03
H -28.992 -8.562 3.570 0.01 0.00 -0.09
H -28.723 -10.828 3.493 -0.03 -0.34 0.39
H -30.176 -10.534 2.608 -0.23 -0.19 -0.20
H -29.459 -12.194 2.635 -0.19 0.08 -0.11
H -28.411 -12.704 0.603 0.37 -0.48 0.31
H -27.097 -11.550 0.205 -0.12 -0.51 -0.72
H -26.923 -12.229 1.685 -0.55 -0.91 0.51
H -31.540 -7.433 -0.391 -0.17 -0.52 -0.38
H -29.892 -7.040 -0.056 0.01 0.28 0.03
H -30.149 -7.685 -1.617 -0.74 0.12 -0.38
H -30.902 -10.447 -1.542 0.04 0.01 -0.07
H -32.036 -9.696 -0.351 -0.30 -0.42 -0.37
H -30.966 -10.980 0.182 0.00 -0.26 -0.26
C -20.136 1.423 7.148 -1.17 -1.33 0.33
N -19.389 0.203 6.809 2.28 0.81 -0.95
C -20.280 -0.663 6.072 0.53 -0.53 0.22
P -18.067 -0.423 7.673 1.25 1.24 -0.16
O -18.516 -1.385 8.705 0.74 0.56 0.07
N -16.960 -1.148 6.563 -2.04 1.29 0.31
C -16.106 -2.363 6.817 -1.14 2.73 -0.19
C -17.007 -0.673 5.174 0.28 -1.07 0.36
N -17.184 1.067 8.230 -1.74 -2.88 -1.07
C -17.647 1.799 9.363 0.15 0.63 0.96
C -16.530 1.945 7.249 -0.27 -2.07 0.59
H -19.734 2.334 7.590 0.76 -0.59 -0.11
H -20.851 0.946 7.819 -0.66 1.06 0.67
H -20.734 1.677 6.273 0.24 0.34 -0.17
H -21.161 -0.809 6.696 -0.36 -0.45 -0.22
H -19.792 -1.609 5.837 -0.06 -0.17 0.31
H -20.567 -0.250 5.105 -0.10 0.36 0.00
H -16.320 -3.124 6.066 -0.16 -0.25 0.28
H -15.121 -1.935 6.632 0.49 -0.79 0.43
H -16.330 -2.602 7.857 0.47 -0.58 -0.21
H -16.018 -0.366 4.835 0.14 0.16 -0.11
H -17.307 -1.542 4.588 0.02 0.13 -0.45
H -17.733 0.120 4.994 0.15 -0.02 0.31
H -18.085 2.753 9.070 -0.63 0.08 -0.02
H -18.285 1.262 10.065 -0.20 -0.20 -0.43
H -16.793 2.114 9.962 0.35 -0.08 0.18
H -15.980 2.626 7.898 0.19 0.42 -0.81
H -17.241 2.365 6.537 0.01 0.68 0.14
H -15.890 1.258 6.695 0.49 0.55 -0.18
C -19.292 -1.277 0.058 0.97 -0.87 0.93
N -18.024 -1.747 0.667 0.20 -1.05 1.91
C -17.426 -0.845 1.717 0.29 -0.80 -1.06
P -17.495 -3.419 0.455 1.91 4.53 -0.06
O -18.498 -4.300 -0.085 -1.62 -1.34 -0.65
N -16.244 -3.162 -0.650 -0.10 -0.70 -0.29
C -16.180 -3.970 -1.855 1.06 -0.05 -0.32
C -15.253 -2.088 -0.619 -0.86 0.39 2.00
N -16.777 -3.843 1.907 -0.74 -0.12 1.94
C -15.806 -4.917 1.920 1.13 -0.83 -0.29
C -17.754 -4.030 3.094 0.05 0.69 -1.54
H -19.663 -2.114 -0.534 -0.14 0.37 -0.30
H -19.127 -0.356 -0.502 -0.05 -0.13 -0.26
H -20.006 -1.081 0.857 -0.25 0.12 -0.02
H -16.742 -1.374 2.381 0.16 -0.32 -0.45
H -18.076 -0.347 2.436 -0.84 -0.05 -0.47
H -16.850 -0.095 1.175 0.03 0.35 0.25
H -15.218 -4.481 -1.848 0.12 -0.55 -0.05
H -16.975 -4.698 -2.021 -0.08 0.31 0.43
H -16.086 -3.324 -2.728 -0.44 0.21 -0.16
H -15.406 -1.258 -1.309 -0.18 -0.36 -0.57
H -15.377 -1.617 0.356 0.00 0.17 0.10
H -14.199 -2.362 -0.580 -0.02 -0.67 -0.58
H -16.216 -5.899 1.680 -0.34 -0.13 -0.05
H -14.931 -4.809 1.280 -0.40 0.60 -0.73
H -15.266 -5.042 2.858 -0.62 0.35 0.60
H -18.072 -3.071 3.502 0.36 0.16 -0.04
H -17.324 -4.634 3.893 0.21 0.05 -0.31
H -18.689 -4.470 2.747 0.07 -0.47 -0.02
```
Forces are in eV/Å.

DFT (wB97M-V/def2-TZVPD) results for C5H8N2O in the gas phase at a distorted geometry.

Output
DFT total energy = -10337.932 eV
SMILES = C=CN(C)C(N)=C=O
LUMO (spin up / spin down) = 0.20 / 0.20 eV

XYZ file:
```
16
Properties=species:S:1:pos:R:3:forces:R:3
C -1.375 1.760 -0.267 -0.19 -1.59 1.45
C -0.482 1.184 0.589 2.24 3.38 -2.03
N 0.449 0.186 0.211 0.14 -0.62 0.70
C 1.772 0.375 -0.332 -0.50 0.07 0.11
C -0.284 -0.981 0.001 -1.93 1.36 0.91
N 0.271 -2.242 -0.138 0.40 -1.59 -0.09
C -1.574 -0.768 0.400 0.41 -3.53 -0.97
O -2.702 -1.137 0.473 -0.08 0.95 0.19
H -1.839 1.141 -1.017 0.34 0.25 -0.85
H -1.890 2.668 -0.003 -0.14 0.10 0.26
H -0.039 1.841 1.334 -0.48 -0.08 0.59
H 2.461 -0.320 0.156 0.08 0.11 -0.01
H 1.808 0.182 -1.409 0.06 0.23 -0.16
H 2.089 1.394 -0.120 0.10 -0.02 -0.10
H 0.117 -2.923 0.592 -0.18 0.32 0.13
H 1.219 -2.360 -0.470 -0.28 0.64 -0.14
```
Forces are in eV/Å.

DFT (wB97M-V/def2-TZVPD) results for a molecular structure, C20H24F6IrN7O3S at a distorted geometry.

Output
charge = +2
DFT total energy = -67671.298 eV
LUMO = -6.25 eV

XYZ file:
```
62
Properties=species:S:1:pos:R:3:forces:R:3
Ir 0.270 -0.350 0.070 -0.90 1.23 -1.75
N 0.830 -4.341 -0.536 -0.09 -0.07 0.09
C -0.348 -4.556 0.186 0.08 -0.01 -0.02
C -0.997 -5.723 0.572 0.00 0.00 -0.04
C -2.157 -5.558 1.299 -0.01 0.01 0.00
C -2.661 -4.284 1.617 0.01 -0.03 -0.01
C -2.017 -3.129 1.227 0.00 0.01 0.04
C -0.835 -3.291 0.512 -0.07 0.09 -0.11
N 0.043 -2.348 -0.026 0.37 -0.28 0.42
C 1.024 -3.024 -0.617 0.00 0.06 -0.12
C 2.142 -2.268 -1.158 -0.13 -0.04 -0.06
C 3.335 -2.655 -1.667 -0.01 0.04 -0.06
S 4.298 -1.282 -1.987 0.00 -0.02 -0.04
C 3.066 -0.269 -1.416 -0.12 0.05 -0.17
N 1.987 -0.895 -1.032 0.31 -0.35 1.09
H 1.428 -5.058 -0.912 0.01 0.02 -0.01
H -0.619 -6.703 0.315 0.00 0.00 0.02
H -2.699 -6.433 1.630 -0.01 0.00 -0.01
H -3.584 -4.213 2.176 0.01 0.00 0.01
H -2.404 -2.144 1.449 0.00 -0.01 0.01
H 3.703 -3.651 -1.847 0.00 0.00 -0.01
H 3.168 0.804 -1.390 0.03 -0.01 0.10
N 0.178 1.769 -0.157 0.30 -0.24 0.23
C -0.811 2.255 0.844 -0.27 -0.05 0.14
C -1.324 3.680 0.707 0.24 0.04 -0.13
C -0.324 4.821 0.976 -0.02 -0.12 0.05
C 0.205 5.606 -0.221 0.02 0.06 0.05
N 1.418 5.041 -0.845 -0.09 -0.07 0.03
C 1.624 4.817 -2.135 0.02 -0.01 -0.07
N 2.863 4.544 -2.567 -0.02 -0.03 0.04
N 0.618 4.778 -3.011 0.02 0.05 0.01
C -1.976 1.255 0.867 0.07 0.07 -0.03
O -3.084 1.560 1.200 -0.03 0.00 -0.09
O -1.607 0.030 0.528 -0.17 -0.56 0.62
H 1.115 2.058 0.116 -0.07 0.24 -0.07
H -0.041 2.085 -1.096 -0.05 0.02 0.00
H -0.340 2.127 1.821 0.19 0.09 -0.08
H -2.112 3.744 1.455 -0.12 -0.01 -0.10
H -1.824 3.810 -0.260 -0.02 -0.01 0.01
H 0.511 4.459 1.584 0.02 0.07 0.01
H -0.832 5.565 1.589 0.02 -0.03 0.06
H 0.468 6.614 0.101 0.00 0.02 -0.04
H -0.571 5.714 -0.976 -0.03 0.02 0.03
H 2.239 5.055 -0.256 0.01 -0.01 -0.01
H 3.657 4.725 -1.974 0.01 0.03 -0.02
H 3.052 4.468 -3.553 0.01 -0.01 0.00
H -0.310 5.061 -2.748 0.00 -0.01 0.00
H 0.805 4.722 -3.999 0.01 0.01 0.00
C 0.867 -0.908 3.444 -0.03 0.04 -0.04
C 1.893 -0.137 2.622 -0.18 -0.11 0.04
O 1.368 0.469 1.480 0.78 -0.25 -0.02
C 3.076 -1.073 2.285 0.00 0.02 -0.05
F 4.012 -0.472 1.534 -0.02 0.00 -0.04
F 2.630 -2.128 1.564 -0.04 -0.03 0.00
F 3.661 -1.567 3.367 0.05 0.05 0.05
C 2.399 1.082 3.431 -0.01 0.01 0.03
F 3.286 1.814 2.737 0.00 0.00 -0.01
F 2.964 0.726 4.578 0.00 0.01 0.02
F 1.362 1.891 3.708 -0.04 0.02 0.03
H 0.521 -1.775 2.882 0.00 0.00 0.01
H 0.016 -0.262 3.652 0.00 0.00 0.00
H 1.295 -1.246 4.386 -0.01 -0.03 0.00
```
Forces are in eV/Å.